No. 1
Entry from OMol25: 9 unconnected molecules or ions with the total composition C34H54O27 (wB97M-V/def2-TZVPD).

```
115
C34H54O27 wB97M-V/def2-TZVPD
C 2.3020 -2.2069 -6.2996
C 2.5420 -1.8500 -4.7779
C 1.4844 -2.3556 -3.7688
O 2.2670 -3.2090 -2.9479
C 3.5100 -3.2772 -3.2722
O 4.3836 -4.0104 -2.8217
O 3.7329 -2.4553 -4.2992
H 3.0637 -1.9464 -6.9195
H 1.3219 -1.8882 -6.6727
H 2.4128 -3.2814 -6.4007
H 2.6994 -0.7478 -4.5566
H 0.6710 -2.9461 -4.2216
H 1.0498 -1.5084 -3.2120
C -3.1966 2.2932 -1.5521
C -3.4680 2.5887 -0.0252
C -2.1987 3.0089 0.7128
O -2.6402 3.9049 1.6313
C -3.8441 4.4732 1.1262
O -4.3304 5.5408 1.5464
O -4.3358 3.7171 0.1328
H -2.5452 1.3618 -1.6094
H -2.6519 3.1333 -1.9908
H -4.0891 2.2122 -2.0339
H -3.9702 1.7192 0.3028
H -1.5203 3.4268 -0.0454
H -1.7650 2.1706 1.2152
C -3.7418 -1.6008 -0.3562
C -4.8280 -1.7335 -1.3452
C -6.2022 -1.9974 -0.9445
O -6.9484 -0.9583 -1.4701
C -6.1309 -0.0962 -2.0239
O -6.5761 0.9062 -2.4722
O -4.8924 -0.3870 -1.9256
H -2.7097 -1.3145 -0.6611
H -3.6341 -2.6106 0.0865
H -3.9897 -0.9077 0.3963
H -4.4697 -2.4772 -2.0501
H -6.2020 -1.8736 0.1929
H -6.6524 -2.9638 -1.0904
C -3.2391 1.9790 4.0761
C -2.0372 2.7921 4.7865
C -2.5402 3.4864 6.0300
O -1.4508 3.3548 6.9091
C -0.4789 2.6110 6.4450
O 0.6582 2.5081 6.8783
O -0.9519 2.0713 5.2796
H -3.9820 2.6464 3.6677
H -3.7935 1.2613 4.6851
H -2.8088 1.3017 3.2872
H -1.7608 3.5750 4.0283
H -3.5172 3.1353 6.4353
H -2.5483 4.5338 5.7294
C 5.1174 -1.2290 -0.3491
C 6.2005 -0.1627 -0.4683
C 6.0427 0.9311 0.6272
O 7.1100 0.6100 1.4034
C 7.8256 -0.4255 0.9941
O 8.5755 -1.0455 1.7529
O 7.4497 -0.7818 -0.2385
H 5.0708 -1.9972 -1.0505
H 4.2472 -0.5882 -0.4694
H 5.0671 -1.7887 0.6639
H 6.2997 0.0806 -1.5191
H 5.0079 0.8959 1.0552
H 6.2636 1.9461 0.3070
C 3.8559 -0.3843 3.3609
C 2.4976 0.1787 3.8543
C 2.5534 1.2982 4.8589
O 1.9598 2.3160 4.1765
C 1.5790 1.9740 3.0318
O 0.9825 2.6787 2.2437
O 1.8240 0.7425 2.7818
H 4.1066 -1.0885 4.1921
H 4.6706 0.4319 3.2056
H 3.6894 -0.9898 2.4686
H 1.7866 -0.6259 4.1570
H 3.5913 1.5652 5.0745
H 2.0119 0.8859 5.7149
C -0.0671 0.5250 -1.5334
C 0.9925 1.5042 -1.8640
C 1.8655 1.6737 -0.7095
O 3.1326 1.3051 -1.2076
C 3.1219 0.9495 -2.4055
O 4.1489 0.5436 -2.8658
O 1.8372 1.0455 -2.9549
H -0.6491 0.9318 -0.7247
H 0.2373 -0.4926 -1.3146
H -0.6208 0.3729 -2.4645
H 0.4183 2.3561 -2.0996
H 1.7051 1.0616 0.2149
H 1.9010 2.7348 -0.3982
C 1.9563 -2.7749 0.1420
O 1.5890 -2.0755 1.3176
C 0.2345 -1.8611 1.5173
O -0.6494 -2.3196 0.5293
O -0.1968 -1.2673 2.6589
C -1.5342 -0.9286 2.8259
H 1.6014 -3.7816 0.3189
H 3.0275 -2.9043 0.0395
H 1.5153 -2.3634 -0.7946
H -1.7733 -0.2948 1.9531
H -1.8535 -0.5334 3.8158
H -2.1936 -1.7682 2.7361
C -3.5556 0.0866 -4.4832
O -2.6758 -0.5724 -3.4926
C -2.3714 -1.8179 -3.6239
O -2.8757 -2.5299 -4.7159
O -1.5542 -2.3376 -2.6309
C -1.5337 -3.6879 -2.3619
H -3.2142 0.0431 -5.5701
H -3.6689 1.0644 -4.1515
H -4.6186 -0.2891 -4.5697
H -1.0240 -3.8348 -1.4008
H -1.0018 -4.2952 -3.1516
H -2.4960 -4.0048 -2.2245
```

Calculated values
HOMO energy (eV): -10.40
F_max (Eh/bohr): 0.1649
2S+1: 1
Structure (SMILES): C[C@H]1COC(=O)O1.C[C@H]1COC(=O)O1.C[C@H]1COC(=O)O1.C[C@H]1COC(=O)O1.C[C@H]1COC(=O)O1.C[C@H]1COC(=O)O1.C[C@H]1COC(=O)O1.COC(=O)OC.COC(=O)OC
DFT total energy (eV): -91410.4381
Energy relative to the best compared isomer or geometry (same formula, charge and spin) (eV): 8.3619

Mulliken atomic charge list, values in e, 99 entries:
1 C -1.624
2 C 0.515
3 C 1.042
4 O -0.330
5 C 0.744
6 O -0.645
7 O -0.377
8 H 0.489
9 H 0.326
10 H 0.420
11 H 0.007
12 H 0.051
13 H -0.610
14 C -1.678
15 C 0.719
16 C 0.661
17 O -0.350
18 C 0.465
19 O -0.609
20 O -0.347
21 H 0.352
22 H 0.562
23 H 0.441
24 H -0.008
25 H 0.227
26 H -0.395
27 C -1.303
28 C 0.994
29 C -0.557
30 O -0.357
31 C 0.386
32 O -0.589
33 O -0.062
34 H -0.275
35 H 0.356
36 H 0.763
37 H -0.115
38 H 0.235
39 H 0.395
40 C -0.960
41 C 0.713
42 C -0.458
43 O -0.357
44 C 0.601
45 O -0.579
46 O -0.172
47 H 0.383
48 H 0.539
49 H -0.380
50 H 0.088
51 H 0.303
52 H 0.320
53 C -0.984
54 C 0.184
55 C 0.594
56 O -0.415
57 C 0.616
58 O -0.591
59 O -0.396
60 H 0.654
61 H -0.025
62 H 0.210
63 H 0.305
64 H -0.585
65 H 0.367
66 C -1.161
67 C 0.182
68 C -0.202
69 O -0.321
70 C 0.327
71 O -0.601
72 O 0.335
73 H 0.495
74 H 0.352
75 H -0.187
76 H 0.205
77 H 0.387
78 H 0.269
79 C 1.021
80 C -0.596
81 C 0.685
82 O -0.284
83 C 0.652
84 O -0.535
85 O -0.389
86 H 0.165
87 H -0.959
88 H 0.303
89 H 0.264
90 H -0.703
91 H 0.208
92 C -0.680
93 O -0.253
94 C 0.747
95 O -0.687
96 O -0.273
97 C -0.215
98 H 0.477
99 H 0.192

***

No. 2
Entry from OMol25: a molecular structure, C13H13ClN4O3PtS (wB97M-V/def2-TZVPD).

```
36
C13H13ClN4O3PtS wB97M-V/def2-TZVPD
Pt -0.8176 0.1305 -0.2832
C -1.1943 -1.0807 -4.7250
C -1.0701 -0.6828 -3.3369
N -0.9814 -0.3801 -2.2378
H -0.2922 -0.7938 -5.2649
H -2.0604 -0.5848 -5.1630
H -1.3264 -2.1616 -4.7749
Cl -4.5840 -4.7327 0.6718
C -3.8191 -3.2693 1.1336
C -4.5996 -2.1774 1.5097
C -3.9872 -0.9963 1.8806
C -2.5962 -0.8976 1.8627
C -1.8200 -2.0105 1.5080
C -2.4308 -3.1993 1.1455
C -1.9642 0.3948 2.1898
O -2.4705 1.2616 2.8721
O -0.7624 0.6330 1.6173
H -5.6769 -2.2673 1.5125
H -4.5777 -0.1409 2.1807
H -0.7439 -1.9804 1.6283
H -1.8475 -4.0786 0.9105
O 1.9273 -0.5549 -0.3240
N 0.8895 -0.9090 -0.1213
C 0.0856 4.8729 -1.2529
N -0.4007 4.4910 0.0776
C -0.2837 5.2534 1.1963
C -0.8823 4.5661 2.2199
N -1.3622 3.4157 1.6980
C -1.0670 3.3552 0.3898
S -1.5618 2.2083 -0.8006
H 0.6594 5.7881 -1.1484
H -0.7555 5.0462 -1.9194
H 0.7235 4.0873 -1.6481
H 0.2031 6.2133 1.1893
H -0.9950 4.8206 3.2597
H -1.8222 2.6450 2.2422
```

Calculated values
HOMO energy (alpha / beta) (eV): -14.66 / -14.65
F_max (Eh/bohr): 0.0076
2S+1: 1
Charge: +2
DFT total energy (eV): -52381.6761
Energy relative to the best compared isomer or geometry (same formula, charge and spin) (eV): 0.0000

Calculated atomic charges, method Mulliken, unit e:
1 Pt 0.858
2 C -0.881
3 C 0.614
4 N -0.291
5 H 0.324
6 H 0.314
7 H 0.320
8 Cl -0.148
9 C 0.319
10 C -0.670
11 C -0.626
12 C 0.144
13 C -0.162
14 C -0.841
15 C 0.645
16 O -0.737
17 O -0.590
18 H 0.464
19 H 0.505
20 H 0.816
21 H 0.474
22 O -0.064
23 N 0.200
24 C -0.783
25 N 0.152
26 C -0.115
27 C -0.522
28 N 0.248
29 C 0.143
30 S -0.267
31 H 0.317
32 H 0.350
33 H 0.331
34 H 0.445
35 H 0.462
36 H 0.251

***

No. 3
Entry from OMol25: a molecular structure, C3H5ClFNOS (wB97M-V/def2-TZVPD).

```
13
C3H5ClFNOS wB97M-V/def2-TZVPD
C -0.6837 -1.0072 -0.5445
C 0.9672 -0.9846 1.0718
C 2.0128 0.0821 0.5078
H -2.9868 1.9080 0.5034
H -1.2840 -1.5271 -1.3786
H 1.6384 -1.9053 1.3839
H 0.1999 -0.7865 1.8055
H 3.1062 0.5474 1.0839
N -1.3535 -0.3761 0.3898
O 0.6389 -1.3095 -0.3444
F 2.5194 -0.2855 -0.8238
S -3.0332 0.1782 -0.0836
Cl 0.9275 1.5323 -0.0488
```

Calculated values
HOMO energy (eV): -9.00
F_max (Eh/bohr): 0.1305
2S+1: 1
DFT total energy (eV): -32798.9376
Energy relative to the best compared isomer or geometry (same formula, charge and spin) (eV): 4.6587

Calculated atomic charges, method Mulliken, unit e:
1 C 0.183
2 C -0.431
3 C 0.165
4 H 0.147
5 H 0.364
6 H 0.248
7 H 0.342
8 H 0.314
9 N -0.386
10 O -0.297
11 F -0.250
12 S -0.204
13 Cl -0.193

***

No. 4
Entry from OMol25: a single C14H18BCl4NO3 molecule (wB97M-V/def2-TZVPD).

```
41
C14H18BCl4NO3 wB97M-V/def2-TZVPD
C -2.7928 -0.2911 -3.6222
C -2.3717 -1.0756 -2.4170
O -2.6893 -0.2934 -1.2270
C -1.9559 -0.6258 -0.1498
C -2.4332 -0.0398 1.1677
C -1.3488 0.7374 1.7770
N -1.5315 1.7903 2.5264
C -2.5595 2.8006 2.2668
C -0.7353 1.9932 3.7387
O -0.9967 -1.3786 -0.2047
H -2.6990 -0.9281 -4.5012
H -3.8245 0.0563 -3.5549
H -2.1379 0.5690 -3.7679
H -2.9187 -2.0211 -2.3286
H -1.2992 -1.2681 -2.4206
H -3.3369 0.5661 1.0114
H -0.3525 0.2687 1.7830
H -3.3468 2.4125 1.6202
H -2.9853 3.1252 3.2244
H -2.1074 3.6712 1.7716
H 0.0322 1.2146 3.7880
H -0.2859 2.9927 3.7190
H -1.3871 1.8921 4.6199
Cl -1.4910 -0.7077 5.9197
B -1.5829 -1.5495 4.2603
Cl 0.1957 -1.4882 3.4494
Cl -2.0467 -3.3597 4.4116
O -2.5268 -0.8509 3.4541
C -2.6884 -1.2198 2.1260
C -4.0917 -1.7619 1.8168
C -4.1906 -2.7093 0.8056
C -5.4429 -3.0637 0.3169
C -6.5791 -2.4393 0.8551
Cl -8.1205 -2.8230 0.2067
C -6.4667 -1.4725 1.8648
C -5.2091 -1.1514 2.3777
H -1.9855 -2.0299 1.8723
H -3.2796 -3.1587 0.4165
H -5.5375 -3.7839 -0.4852
H -7.3621 -0.9683 2.2360
H -5.0787 -0.4245 3.1863
```

Calculated values
HOMO energy (eV): -9.17
F_max (Eh/bohr): 0.0434
2S+1: 1
DFT total energy (eV): -73212.2653
Energy relative to the best compared isomer or geometry (same formula, charge and spin) (eV): 0.0144

Calculated atomic charges, method Mulliken, unit e:
1 C -1.234
2 C -0.185
3 O -0.330
4 C -0.307
5 C 1.645
6 C -1.137
7 N 0.350
8 C -0.911
9 C -0.888
10 O -0.624
11 H 0.398
12 H 0.320
13 H 0.316
14 H 0.267
15 H 0.345
16 H 0.358
17 H 0.795
18 H 0.377
19 H 0.337
20 H 0.339
21 H 0.321
22 H 0.352
23 H 0.297
24 Cl -0.349
25 B 0.830
26 Cl -0.327
27 Cl -0.330
28 O -0.652
29 C -0.866
30 C -0.263
31 C -0.161
32 C -0.961
33 C 0.376
34 Cl -0.220
35 C -0.784
36 C -0.326
37 H 0.954
38 H 0.575
39 H 0.430
40 H 0.391
41 H 0.483